# C48H112N16O16

A 16-piece molecular cluster, C48H112N16O16 overall (ωB97M-V with the def2-TZVPD basis set, OMol25).

The geometry in XYZ format:
```
192
Properties=species:S:1:pos:R:3:forces:R:3
C 1.16806 0.80484 -4.41906 0.91 -0.12 -0.36
O 1.67786 0.14188 -3.53531 -0.32 -0.05 0.25
N 0.03965 0.50900 -5.08814 -1.10 -0.41 -0.06
C -0.50941 1.38208 -6.10571 0.67 0.68 -0.20
C -0.78927 -0.61153 -4.66634 0.46 -0.31 0.64
H 1.71429 1.67483 -4.82405 -0.39 0.21 0.00
H -1.58613 1.52495 -6.02360 -0.04 -0.24 0.25
H -0.27556 1.05046 -7.11923 -0.11 -0.25 0.02
H -0.05826 2.37046 -5.99682 -0.03 0.01 0.01
H -1.03674 -1.31856 -5.45829 -0.02 0.34 -0.36
H -0.24154 -1.19521 -3.92621 0.05 0.17 0.04
H -1.69280 -0.25446 -4.17144 -0.16 0.00 -0.14
C -0.13145 -0.09985 1.52313 0.71 -0.81 0.41
O 0.18359 0.72346 2.37704 -0.43 0.25 -0.15
N -0.23836 0.14170 0.21953 -0.45 0.70 -0.90
C -0.29606 -0.87934 -0.79147 0.05 -0.57 -0.73
C 0.07108 1.44341 -0.32963 0.94 -0.07 0.40
H -0.25771 -1.17289 1.74305 -0.20 0.11 0.16
H 0.58808 -0.84186 -1.43893 0.25 0.02 0.33
H -1.10395 -0.69627 -1.50479 -0.36 -0.08 0.39
H -0.37437 -1.88155 -0.37282 -0.13 0.09 0.13
H -0.46740 1.63585 -1.25409 -0.24 -0.05 0.14
H -0.07060 2.22198 0.41675 -0.16 -0.02 -0.05
H 1.13699 1.40531 -0.58938 0.03 0.37 -0.13
C 1.09780 -4.51783 0.76835 -0.42 0.51 0.02
O 1.56528 -3.47100 1.16742 0.28 0.32 -0.22
N 0.30854 -5.31610 1.49321 -0.33 -0.96 0.27
C -0.37364 -6.46086 0.91539 0.65 0.41 -0.05
C -0.10481 -5.02321 2.85039 -0.36 -0.30 0.04
H 1.21323 -4.86274 -0.27247 0.19 -0.15 -0.01
H -0.18978 -7.36065 1.50414 -0.23 0.06 0.21
H 0.03913 -6.67938 -0.07056 -0.20 0.18 -0.13
H -1.43391 -6.20340 0.87857 -0.15 -0.43 -0.15
H 0.07798 -5.88907 3.49215 0.53 0.13 0.06
H 0.36125 -4.11924 3.22590 0.18 -0.10 -0.03
H -1.19188 -4.92780 2.86699 -0.02 0.42 -0.09
C 0.88893 2.53491 5.05818 0.97 1.01 -0.25
O 1.55969 2.27256 6.04155 -0.28 -0.36 0.25
N 0.15483 3.67162 4.93284 -0.65 -0.12 0.61
C -0.53371 4.00580 3.70087 0.71 -0.68 -0.86
C 0.04448 4.63387 6.02554 -0.21 -0.37 -0.21
H 1.02859 1.98605 4.11400 -0.66 -0.25 0.10
H -1.49258 4.51108 3.80269 0.07 -0.02 0.58
H -0.70874 3.07071 3.16088 -0.04 0.05 -0.06
H 0.10604 4.62775 3.06408 -0.17 0.19 0.03
H -1.01527 4.86141 6.14491 0.06 0.38 -0.05
H 0.37869 4.23200 6.97765 0.28 -0.25 -0.21
H 0.62968 5.51939 5.77387 -0.16 0.20 0.14
C 3.52483 -2.56235 4.81527 -0.48 -0.22 -0.63
O 2.95540 -3.50999 4.29192 0.25 -0.06 0.48
N 3.62097 -1.34571 4.24774 -0.16 0.16 0.60
C 4.07686 -0.19359 5.03017 0.41 0.34 -2.02
C 3.03627 -1.11192 2.94252 -0.93 0.34 -0.07
H 4.02901 -2.60510 5.78944 -0.06 -0.15 0.17
H 4.59300 0.40476 4.26779 0.20 0.23 0.38
H 4.82773 -0.45958 5.76659 -0.31 -0.15 0.31
H 3.26049 0.44066 5.37907 -0.08 -0.29 0.48
H 2.38002 -0.23564 2.93825 0.39 0.33 0.30
H 3.77473 -0.99376 2.14885 0.18 -0.10 0.08
H 2.32723 -1.89587 2.68587 0.47 -0.46 0.02
C -4.44384 -1.03778 -2.58514 0.03 0.42 0.04
O -3.56766 -0.75344 -1.78633 0.02 -0.51 -0.12
N -5.68497 -0.53517 -2.52238 -1.43 0.37 0.69
C -6.59504 -0.38988 -3.64726 1.10 -0.65 -1.02
C -6.09789 0.28053 -1.36636 0.50 -0.18 -0.49
H -4.31716 -1.73464 -3.42830 0.17 0.09 -0.12
H -6.27465 -0.99950 -4.49924 0.21 -0.21 0.24
H -6.49900 0.62479 -4.03894 -0.62 0.19 0.23
H -7.61014 -0.71555 -3.43988 -0.08 0.38 0.33
H -5.63389 -0.07086 -0.44926 0.10 -0.06 -0.06
H -5.79956 1.31608 -1.53873 -0.12 0.13 0.18
H -7.17959 0.21470 -1.28559 -0.02 0.07 0.05
C -2.34593 -4.04077 -2.84365 0.23 -0.59 0.44
O -1.29620 -3.87565 -2.24815 -0.40 0.31 -0.16
N -3.05533 -5.19333 -2.83258 0.50 0.46 -0.07
C -4.30812 -5.27303 -3.53875 -0.49 -0.24 -0.20
C -2.69617 -6.32767 -1.98424 -1.31 -0.65 -1.18
H -2.85206 -3.27469 -3.45451 0.29 0.13 -0.01
H -5.06733 -5.61502 -2.82896 -0.26 0.29 -0.18
H -4.36768 -5.94596 -4.40186 0.62 -0.39 0.28
H -4.56620 -4.31864 -3.99891 -0.06 0.23 0.50
H -3.59753 -6.55122 -1.40304 0.30 0.09 0.57
H -2.62759 -7.19439 -2.64759 0.45 -0.08 0.10
H -1.79897 -6.23699 -1.39269 0.00 0.49 -0.04
C -2.31264 4.44011 -3.79589 0.95 0.09 0.86
O -1.11032 4.36354 -3.60361 -0.13 -0.28 -0.27
N -3.21322 3.49037 -3.46546 -1.42 0.90 0.27
C -4.61296 3.80390 -3.66853 -0.91 -0.54 -1.70
C -2.86189 2.19563 -2.93855 0.28 -0.25 -0.69
H -2.75368 5.36724 -4.18805 -0.22 -0.11 -0.11
H -4.96690 3.34227 -4.60395 0.03 -0.37 0.13
H -4.84725 4.84399 -3.89230 0.60 0.27 0.54
H -5.31280 3.46391 -2.90750 0.46 -0.07 0.39
H -3.53370 1.80987 -2.17287 0.15 0.59 0.44
H -2.94595 1.42577 -3.71481 0.23 0.12 -0.20
H -1.82321 2.28801 -2.63220 -0.07 -0.37 0.25
C -3.97978 5.25501 1.93373 0.51 0.50 0.56
O -5.06109 5.49895 2.42754 -0.07 -0.30 -0.20
N -3.74005 4.80482 0.68927 -0.49 -0.09 -0.28
C -2.40093 4.64856 0.17792 0.70 0.36 -0.39
C -4.86146 4.34627 -0.10778 -0.16 -0.56 0.01
H -3.02976 5.41199 2.47497 -0.09 0.11 0.08
H -2.12325 5.48194 -0.47608 -0.22 -0.09 -0.26
H -2.25992 3.71675 -0.37287 -0.25 -0.07 0.00
H -1.61048 4.68559 0.93073 -0.52 -0.07 0.48
H -5.80766 4.82687 0.12998 0.27 0.35 0.35
H -4.70186 4.47450 -1.17572 0.35 0.06 0.10
H -5.00909 3.28419 0.12035 -0.06 -0.11 -0.32
C 1.32816 6.83819 0.91926 -0.82 0.70 0.80
O 0.32552 6.61612 1.58527 0.09 -0.27 -0.03
N 1.69913 6.15342 -0.15477 0.63 -0.99 -0.66
C 0.99219 4.92539 -0.50117 -0.85 0.90 -0.92
C 2.93080 6.43650 -0.86764 0.69 -1.01 0.58
H 1.96020 7.69504 1.18117 0.32 0.05 -0.21
H 1.64520 4.13541 -0.86603 0.25 0.02 0.36
H 0.33510 5.18639 -1.33780 -0.09 -0.31 -0.10
H 0.33624 4.62732 0.31166 0.41 -0.15 0.15
H 2.89743 6.22680 -1.93689 -0.67 0.66 -0.12
H 3.28611 7.42775 -0.60431 -0.01 0.10 -0.34
H 3.69261 5.70406 -0.56382 0.10 0.21 0.32
C 6.28533 2.88468 -2.99756 -0.51 -0.30 0.44
O 7.45126 3.11340 -2.77420 0.24 0.14 -0.33
N 5.32224 2.84618 -2.04688 0.11 0.19 0.45
C 3.95054 2.57715 -2.37972 -0.82 1.77 -1.22
C 5.67502 3.16768 -0.67204 0.58 -0.93 0.29
H 5.84190 2.65838 -3.97921 0.34 -0.02 -0.31
H 3.45643 3.55379 -2.54248 -0.25 -0.05 0.51
H 3.32634 2.02818 -1.67944 0.56 -0.39 0.19
H 3.83902 2.18245 -3.39203 0.37 -0.70 0.27
H 6.58902 3.75137 -0.58449 -0.07 0.19 -0.52
H 4.89160 3.67345 -0.11050 -0.24 -0.09 -0.27
H 5.93145 2.22115 -0.19020 -0.26 0.16 0.47
C -3.12814 -3.07658 0.91723 0.87 0.81 0.37
O -2.19954 -2.97788 1.70446 -0.18 -0.39 -0.10
N -4.14159 -3.95133 1.01681 -0.93 -0.76 0.04
C -4.16963 -5.06480 1.95985 0.63 0.04 -0.42
C -5.25717 -3.96802 0.09247 -0.11 0.30 0.05
H -3.16952 -2.37765 0.06620 -0.42 -0.18 -0.13
H -4.03394 -6.00573 1.41605 -0.20 -0.03 -0.09
H -5.13222 -5.09323 2.46434 0.08 0.04 0.25
H -3.32493 -5.01176 2.63979 -0.20 0.32 0.23
H -5.41677 -2.98159 -0.34437 0.34 -0.10 -0.33
H -5.13963 -4.75402 -0.65737 0.02 0.16 -0.22
H -6.19389 -4.17486 0.61512 0.14 -0.11 0.23
C 5.11934 2.90470 2.88724 -0.01 0.47 0.09
O 5.60565 1.95080 2.31913 -0.12 -0.12 -0.23
N 3.86696 3.39622 2.72278 0.50 -0.65 0.13
C 3.35441 4.41867 3.59642 0.36 1.66 -0.48
C 2.95144 2.82834 1.73622 -0.16 1.43 0.95
H 5.70183 3.54409 3.57254 0.02 -0.21 0.22
H 2.42699 4.20159 4.12563 0.12 -0.35 -0.20
H 3.22001 5.33253 2.99850 -0.56 -0.08 -0.06
H 4.08500 4.78491 4.31971 0.18 -0.70 0.14
H 3.50166 2.23499 1.01499 -0.21 -0.55 0.31
H 2.14142 2.39201 2.32374 -0.04 -0.79 -0.73
H 2.51383 3.68968 1.21768 -0.03 -0.12 -0.14
C 1.03010 -5.86803 -3.24814 -0.51 -2.08 0.10
O 1.02939 -7.03541 -3.63173 0.27 0.33 -0.19
N 1.83403 -4.90167 -3.68493 -0.31 1.01 -0.23
C 1.52453 -3.51713 -3.39713 0.86 0.75 -0.07
C 2.83896 -5.11226 -4.71793 -0.07 -1.40 0.74
H 0.32372 -5.64155 -2.44304 0.14 0.91 0.01
H 0.92923 -3.07374 -4.19999 -0.10 -0.01 0.06
H 2.46671 -2.96183 -3.35913 -0.03 -0.03 -0.16
H 1.05711 -3.31041 -2.43807 -0.30 -0.56 -0.03
H 3.77497 -4.79387 -4.26187 0.21 0.37 -0.66
H 2.91960 -6.18795 -4.88454 -0.03 0.00 0.19
H 2.59635 -4.71453 -5.70218 0.01 0.65 0.22
C 4.81457 -3.14306 -0.36087 0.31 -0.68 -0.51
O 5.88447 -3.69413 -0.18734 0.07 0.31 0.11
N 4.62114 -1.84399 -0.66816 -0.62 -0.70 0.41
C 3.29170 -1.39679 -1.02646 -0.15 1.47 -1.05
C 5.70756 -0.92998 -0.98842 -0.80 -0.09 -0.44
H 3.87716 -3.72277 -0.38318 -0.12 0.16 0.34
H 3.22366 -1.19288 -2.10325 0.38 0.30 -0.03
H 3.11579 -0.43689 -0.52980 -0.15 0.04 0.05
H 2.38274 -1.98080 -0.89859 0.73 -0.87 0.99
H 6.67407 -1.28045 -0.64743 -0.13 -0.15 0.25
H 5.72399 -0.84452 -2.08040 0.25 0.22 -0.02
H 5.44659 0.04396 -0.57205 0.30 0.05 0.08
C 0.52517 -1.45139 6.95281 0.96 -1.83 0.70
O 1.03326 -2.04649 7.90223 -0.43 0.88 -0.29
N -0.27619 -2.07308 6.06315 0.34 1.35 -1.34
C -0.55291 -1.37930 4.80972 -1.11 -0.96 -0.80
C -0.64752 -3.47173 6.10935 0.37 0.18 1.19
H 0.76192 -0.41272 6.67998 -0.15 0.09 0.18
H -0.40032 -2.11979 4.01756 0.03 0.18 -0.14
H 0.00786 -0.50001 4.50046 0.45 -0.02 0.76
H -1.61531 -1.10928 4.75101 0.03 0.04 0.02
H -0.58077 -3.73549 7.16507 -0.49 -0.16 0.03
H -1.64834 -3.57626 5.69745 -0.11 -0.12 0.13
H 0.03068 -4.18352 5.63430 0.25 0.45 -0.47
```
Positions in Å, forces in eV/Å.

For the LUMO energy, the calculation gives -0.569 eV. The total energy is -3976.0343 a.u.

Atomic partial charges in e from the Mulliken method, atoms 1 to 99: -0.084, -0.406, 0.429, -1.077, 0.551, 0.282, 0.294, 0.330, 0.372, 0.384, -0.827, -0.285, 0.190, -0.535, 0.824, 1.297, 0.316, -0.091, -0.598, -0.411, -0.204, -0.780, -0.112, 0.026, 0.069, -0.210, 0.211, -0.833, 0.743, 0.027, 0.372, 0.299, 0.065, 0.527, -0.556, -0.752, -0.422, -0.726, 0.170, -0.854, -1.102, 0.867, 0.340, 0.122, 0.394, 0.343, 0.353, 0.297, -0.087, -0.543, 0.502, -0.876, 0.622, 0.315, 0.143, 0.414, 0.303, -0.513, 0.352, -0.578, -0.183, -0.255, 0.261, -0.980, -0.844, 0.363, 0.333, 0.293, 0.332, 0.186, 0.063, 0.547, 0.047, 0.113, 0.215, -0.890, -0.510, -0.154, 0.335, 0.327, 0.245, 0.387, 0.386, -0.307, -0.143, -0.466, 0.645, -1.180, -0.271, 0.255, 0.337, 0.405, 0.268, 0.078, 0.382, -0.496, 0.189, -0.634, 0.180

---

# C4H13NO3

A 2-piece molecular cluster, C4H13NO3 overall (ωB97M-V with the def2-TZVPD basis set, OMol25).

The geometry in XYZ format:
```
21
Properties=species:S:1:pos:R:3:forces:R:3
C 2.07090 0.42878 -1.97280 0.67 0.57 -0.61
O 3.39119 0.80652 -1.55117 -0.04 -0.46 0.03
C 1.15399 0.23566 -0.76605 0.76 -0.48 -1.13
C -0.31541 0.29795 -1.14855 -0.51 0.17 1.15
C -1.21588 0.52195 0.07275 -0.53 -0.44 0.72
O -0.94578 -0.30531 1.20822 -0.95 0.48 -0.08
N 1.43784 -1.03083 -0.08822 0.07 -0.29 0.51
H 1.73750 1.22597 -2.63255 -0.24 0.43 0.25
H 2.16938 -0.40626 -2.67270 -0.38 -0.50 0.40
H 3.91223 -0.00207 -1.46753 -0.03 0.28 0.02
H 1.49135 1.01726 -0.08315 -0.53 0.19 0.12
H -0.61665 -0.64383 -1.60194 0.11 -0.18 -0.22
H -0.55566 1.09792 -1.84693 0.27 0.05 -0.16
H -2.26620 0.33860 -0.18892 0.15 0.03 -0.23
H -1.19207 1.53787 0.46178 0.32 0.40 -0.37
H 2.37258 -1.02664 0.30042 -0.02 0.04 0.07
H -0.15943 -0.81156 1.05146 1.00 -0.50 -0.29
H 1.36822 -1.84829 -0.68628 -0.12 0.22 -0.17
H -4.75228 0.09377 4.03192 -0.17 -0.05 -0.11
H -4.14259 -0.81768 5.05226 -0.06 -0.19 0.06
O -4.94321 -0.70978 4.52797 0.23 0.22 0.04
```
Positions in Å, forces in eV/Å.

For the LUMO energy, the calculation gives 0.654 eV. The total energy is -440.6544 a.u.

Now the Mulliken charges, all in e: -0.918, -0.541, 0.591, -0.690, -0.588, -0.561, -0.660, 0.352, 0.302, 0.312, 0.266, 0.335, 0.333, 0.307, 0.282, 0.222, 0.429, 0.226, 0.317, 0.318, -0.636

---

# C5H9IN2S

An isolated molecule of C5H9IN2S (ωB97M-V with the def2-TZVPD basis set, OMol25).

The geometry in XYZ format:
```
18
Properties=species:S:1:pos:R:3:forces:R:3
C -2.42442 -0.69240 0.16507 -2.07 -1.25 1.17
C 2.32427 -0.11279 -0.30077 1.85 -0.73 -0.77
C -0.16047 1.40577 0.27542 1.56 0.66 -1.54
C -0.99741 -0.97380 0.50799 0.49 -1.48 0.53
C -0.10145 -0.03499 -0.25827 0.19 1.27 0.92
N -2.80270 0.05821 -0.76824 0.97 0.53 -0.62
N 1.20095 -0.57919 -0.34361 1.41 -1.46 1.38
S 3.89389 -1.41096 -0.34624 -1.98 1.43 -0.01
I 5.51954 0.22528 0.06597 0.39 0.17 0.05
H -3.21421 -1.19342 0.83245 1.14 0.46 -0.67
H 2.70815 0.92080 -0.39735 -0.07 -0.36 0.45
H 0.69566 1.89734 -0.27950 -1.10 0.14 0.58
H -1.10045 1.87691 -0.03472 0.31 -0.04 0.35
H 0.08055 1.55972 1.35256 -0.45 -0.60 -0.68
H -0.94623 -1.00758 1.69807 0.48 0.13 -2.61
H -0.57112 -1.92501 0.02046 -1.44 0.45 1.41
H -0.30809 -0.19400 -1.31456 -1.29 0.93 -0.19
H -3.79646 0.18011 -0.87475 -0.37 -0.28 0.26
```
Positions in Å, forces in eV/Å.

For the LUMO energy, the calculation gives -0.196 eV. The total energy is -1001.2299 a.u.

Now the Mulliken charges, all in e: -0.015, -0.142, -1.161, -0.584, 0.284, -0.547, -0.281, -0.226, 0.053, 0.328, 0.258, 0.304, 0.413, 0.285, 0.263, 0.303, 0.234, 0.232

---

# CH4N2Si

CH4N2Si as an isolated structure (ωB97M-V with the def2-TZVPD basis set, OMol25).

The geometry in XYZ format:
```
8
Properties=species:S:1:pos:R:3:forces:R:3
C -1.29950 -0.04846 -0.18699 -0.95 -0.16 -0.92
N -0.35313 0.86975 0.33463 0.37 2.28 0.35
N -0.25692 -0.65128 0.55546 0.64 -2.04 0.77
Si 1.12329 0.11316 -0.17542 0.74 -0.16 2.09
H -2.25012 -0.03090 0.33697 -0.10 -0.01 -0.08
H -1.38971 -0.21467 -1.25938 0.11 0.02 -0.07
H 1.58049 0.02779 -1.53884 0.10 -0.11 -0.81
H 2.84561 -0.06538 1.93357 -0.91 0.18 -1.33
```
Positions in Å, forces in eV/Å.

For the LUMO energy (spin up / spin down), the calculation gives -1.290 / -0.837 eV. The total energy is -439.2585 a.u.

Now the Mulliken charges, all in e: -0.037, -0.328, -0.306, 0.298, 0.201, 0.216, -0.032, -0.012

---

Result set for maximum force: 2.3 1.4 2.7 2.3 eV/A, one per record in the order listed.